Formula: C64H86N6O38S2
Source: OMol25
Level of theory: ωB97M-V/def2-TZVPD

```
196
Properties=species:S:1:pos:R:3
C 0.93399 -0.58759 -5.67145
C 0.22991 0.52522 -6.27791
O 0.87900 1.76602 -5.66829
S 1.24598 1.41473 -4.13348
O 0.16883 1.92475 -3.33332
O 2.61053 1.65512 -3.89310
O 1.03500 -0.21842 -4.20557
H 1.93692 -0.74404 -5.98541
H 0.35167 -1.51722 -5.54533
H -0.81117 0.59127 -5.95478
H 0.41458 0.47552 -7.34011
C -3.61956 6.68020 1.91709
C -3.12026 7.83739 2.71991
O -1.74520 7.49084 3.29433
S -1.26415 6.13284 2.54571
O -1.68715 5.10301 3.42992
O 0.08025 6.37711 2.07949
O -2.30142 6.21052 1.29582
H -4.28627 6.88981 1.07092
H -3.96297 5.80023 2.45587
H -3.85343 8.10050 3.46375
H -2.94845 8.68783 2.07702
C -3.60736 3.35642 -0.46002
C -5.05240 3.76797 -0.76249
O -5.46541 4.72086 0.19859
C -6.03834 4.24955 1.32663
O -6.20550 3.04273 1.52894
O -6.26241 5.22034 2.17874
C -6.58596 4.80824 3.46123
H -2.80958 4.10703 -0.48790
H -3.37483 2.46314 -1.01859
H -3.71717 2.97750 0.54554
H -5.62229 2.84967 -0.62212
H -5.18811 4.21309 -1.72838
H -6.67678 5.76975 4.02260
H -5.79466 4.18626 3.89322
H -7.56959 4.36438 3.58747
C 0.14747 -1.86099 5.66783
C -0.54004 -1.68317 4.32716
O -1.38312 -0.49165 4.50352
C -2.08724 -0.19767 3.42311
O -1.93096 -0.77882 2.35853
O -2.89783 0.75708 3.65829
C -3.73424 1.24147 2.64594
H 0.88240 -1.07860 5.79318
H 0.72656 -2.77533 5.63306
H -0.52568 -1.85183 6.52506
H -1.22133 -2.48479 3.99595
H 0.02216 -1.50174 3.44999
H -3.25957 1.35514 1.72185
H -4.08958 2.20082 3.02617
H -4.63528 0.66553 2.51648
C -3.59635 -2.77584 -4.66636
C -2.92325 -2.76586 -3.29857
O -2.27860 -4.03929 -3.09096
C -1.02209 -4.11133 -3.55568
O -0.45155 -3.20049 -4.26638
O -0.46615 -5.24066 -3.23611
C 0.91961 -5.44725 -3.45085
H -4.14342 -3.73740 -4.67147
H -2.84547 -2.77285 -5.44450
H -4.28649 -1.92310 -4.77158
H -3.58611 -2.59965 -2.45806
H -2.09705 -2.02842 -3.23694
H 1.51222 -4.80552 -2.79544
H 1.09835 -5.14966 -4.46810
H 1.09923 -6.47386 -3.10464
C 1.78603 3.30750 -0.72654
C 0.46544 4.06819 -0.83640
O 0.98112 5.37697 -1.26670
C 0.25256 6.34767 -1.79030
O 0.58734 7.33592 -2.39067
O -1.04901 5.95743 -1.69913
C -2.06961 6.76733 -2.03484
H 2.39241 3.67936 0.09974
H 2.38418 3.35511 -1.64247
H 1.59321 2.27485 -0.43872
H -0.04688 4.21098 0.11466
H -0.20105 3.61686 -1.57795
H -1.72669 7.69453 -2.46213
H -2.73636 7.05559 -1.23741
H -2.61204 6.30161 -2.84001
C -1.80018 -4.30103 1.70372
C -0.32502 -4.09692 1.38296
O 0.40994 -4.98301 2.16412
C 1.73081 -5.11484 1.87130
O 2.23311 -4.75433 0.81173
O 2.30095 -5.85645 2.82493
C 3.69894 -6.15808 2.58887
H -2.21526 -5.04304 1.03710
H -2.28085 -3.32116 1.66434
H -1.88759 -4.74692 2.70625
H -0.15016 -3.04100 1.62774
H 0.00355 -4.20542 0.35491
H 4.15017 -6.23081 3.58426
H 4.27717 -5.43841 2.05155
H 3.82760 -7.05303 2.02974
C -5.42595 -1.42474 -8.74355
C -4.26672 -0.53017 -8.20932
O -4.49218 -0.30118 -6.80039
C -3.68376 0.58730 -6.30165
O -2.89589 1.23365 -6.95211
O -3.84185 0.57562 -4.96404
C -3.01094 1.45260 -4.19799
H -6.31674 -1.03014 -8.28479
H -5.36332 -2.46899 -8.39153
H -5.59973 -1.36142 -9.80198
H -4.21770 0.44010 -8.73008
H -3.30927 -1.03651 -8.24422
H -3.39108 1.42766 -3.18782
H -3.08078 2.48237 -4.55962
H -1.95309 1.19424 -4.22145
C 1.40153 5.57917 6.87688
C 0.60570 5.09248 5.86798
C 0.75297 3.81640 5.36257
C 1.80344 3.07277 5.83802
C 2.64739 3.51804 6.83869
C 2.46336 4.79619 7.36804
N 1.97958 1.71927 5.40236
O 2.67888 1.01613 6.15145
O 1.38460 1.35042 4.39700
H 1.29223 6.60072 7.25976
H -0.15518 5.70313 5.42325
H 0.04839 3.47223 4.60483
H 3.49941 2.97506 7.18045
H 3.15712 5.18673 8.09121
C -4.54733 -3.30814 -0.26555
C -5.49109 -3.63716 -1.22411
C -6.18517 -2.64503 -1.89505
C -5.70343 -1.35281 -1.73345
C -4.68263 -0.97886 -0.87482
C -4.22499 -1.96427 -0.00459
N -6.30058 -0.32799 -2.57866
O -7.23380 -0.62911 -3.27353
O -5.76785 0.75285 -2.60126
H -4.13173 -4.07362 0.39847
H -5.79830 -4.67342 -1.33726
H -7.00121 -2.78052 -2.60064
H -4.36326 0.05769 -0.87580
H -3.58413 -1.73855 0.84693
C 2.01891 -2.00787 -0.28468
C 1.15483 -1.90930 -1.39954
C 0.01717 -1.10119 -1.31144
C -0.08531 -0.26650 -0.21580
C 0.81686 -0.25816 0.87125
C 1.85424 -1.16244 0.83290
N -1.16820 0.64002 -0.19161
O -1.10801 1.65905 0.49195
O -2.17463 0.44037 -0.86049
H 2.83952 -2.70620 -0.36778
H 1.27600 -2.40766 -2.36270
H -0.60076 -1.01962 -2.20504
H 0.85383 0.48500 1.66492
H 2.59982 -1.08120 1.61850
C 7.68879 -5.23690 0.36265
C 6.74267 -6.23572 0.15113
C 5.61426 -5.98208 -0.63231
C 5.47770 -4.71151 -1.13053
C 6.32579 -3.67081 -0.87328
C 7.47175 -3.97431 -0.16336
N 4.46154 -4.46273 -2.08031
O 4.10573 -3.34063 -2.32876
O 4.04465 -5.44916 -2.66796
H 8.59718 -5.37023 0.93525
H 6.94312 -7.19505 0.66269
H 4.85979 -6.70662 -0.85137
H 6.13110 -2.67863 -1.26956
H 8.22299 -3.23309 0.06766
C 5.20317 -1.66753 2.75226
C 5.76048 -2.92098 2.85580
C 5.63829 -3.58123 4.08118
C 4.96526 -2.95642 5.11931
C 4.39980 -1.68944 4.98991
C 4.53245 -1.07127 3.77399
N 4.87250 -3.64895 6.36620
O 5.45550 -4.71143 6.43622
O 4.33781 -3.10295 7.31718
H 5.20291 -1.18649 1.76620
H 6.22743 -3.38372 1.97165
H 6.13457 -4.53838 4.23523
H 3.92895 -1.24653 5.85198
H 4.08004 -0.10885 3.66484
C 6.02297 -0.01385 -2.39714
C 4.72134 0.24725 -1.99163
C 4.49268 0.72945 -0.71413
C 5.54327 0.94260 0.13964
C 6.85047 0.72755 -0.23143
C 7.10110 0.28630 -1.53118
N 5.32816 1.37179 1.45821
O 6.30397 1.31611 2.21208
O 4.18286 1.73174 1.79835
H 6.19277 -0.44515 -3.38805
H 3.87056 -0.03718 -2.60953
H 3.48946 0.92079 -0.41336
H 7.68225 0.83343 0.44369
H 8.10616 0.16407 -1.88210
```

* DFT total energy: -176160.025 eV
* charge: 0
* spin multiplicity: 1
* F_max: 4.37 eV/Å

Results of the Löwdin charge analysis, in e, for atoms 1 through 99: number 1, C, carries -0.1218; number 2, C, carries -0.1052; number 3, O, carries -0.1914; number 4, S, carries 0.6161; number 5, O, carries -0.2391; number 6, O, carries -0.2195; number 7, O, carries -0.2345; number 8, H, carries 0.1243; number 9, H, carries 0.1222; number 10, H, carries 0.1040; number 11, H, carries 0.1412; number 12, C, carries -0.1102; number 13, C, carries -0.0994; number 14, O, carries -0.2064; number 15, S, carries 0.6142; number 16, O, carries -0.2359; number 17, O, carries -0.2160; number 18, O, carries -0.2353; number 19, H, carries 0.1376; number 20, H, carries 0.1071; number 21, H, carries 0.1262; number 22, H, carries 0.1276; number 23, C, carries -0.0263; number 24, C, carries -0.1845; number 25, O, carries 0.0186; number 26, C, carries -0.5639; number 27, O, carries 0.0972; number 28, O, carries -0.0103; number 29, C, carries -0.0614; number 30, H, carries 0.0768; number 31, H, carries 0.0452; number 32, H, carries 0.0516; number 33, H, carries 0.1113; number 34, H, carries 0.1209; number 35, H, carries 0.1114; number 36, H, carries 0.1043; number 37, H, carries 0.1013; number 38, C, carries -0.0320; number 39, C, carries -0.1687; number 40, O, carries 0.0463; number 41, C, carries -0.6224; number 42, O, carries 0.0800; number 43, O, carries 0.0663; number 44, C, carries -0.0236; number 45, H, carries 0.0507; number 46, H, carries 0.0757; number 47, H, carries 0.0879; number 48, H, carries 0.1212; number 49, H, carries 0.0859; number 50, H, carries 0.0465; number 51, H, carries 0.0936; number 52, H, carries 0.1047; number 53, C, carries -0.0290; number 54, C, carries -0.1887; number 55, O, carries 0.0417; number 56, C, carries -0.5272; number 57, O, carries 0.0158; number 58, O, carries 0.0169; number 59, C, carries -0.0186; number 60, H, carries 0.0955; number 61, H, carries 0.0723; number 62, H, carries 0.0707; number 63, H, carries 0.0712; number 64, H, carries 0.1093; number 65, H, carries 0.0700; number 66, H, carries 0.0964; number 67, H, carries 0.1104; number 68, C, carries -0.0523; number 69, C, carries -0.1627; number 70, O, carries 0.0330; number 71, C, carries -0.5520; number 72, O, carries 0.1361; number 73, O, carries -0.0383; number 74, C, carries -0.1006; number 75, H, carries 0.0830; number 76, H, carries 0.0819; number 77, H, carries 0.0531; number 78, H, carries 0.1075; number 79, H, carries 0.1034; number 80, H, carries 0.0911; number 81, H, carries 0.0800; number 82, H, carries 0.0967; number 83, C, carries -0.0426; number 84, C, carries -0.2318; number 85, O, carries 0.0374; number 86, C, carries -0.5237; number 87, O, carries 0.0906; number 88, O, carries 0.0324; number 89, C, carries -0.0220; number 90, H, carries 0.0678; number 91, H, carries 0.0508; number 92, H, carries 0.0934; number 93, H, carries 0.1047; number 94, H, carries 0.1166; number 95, H, carries 0.0995; number 96, H, carries 0.0571; number 97, H, carries 0.0841; number 98, C, carries -0.0454; number 99, C, carries -0.1731